# 1
Below is a structure of composition C20H28IrNO2S in a non-equilibrium geometry, with properties calculated with wB97M-V/def2-TZVPD.

XYZ file:
```
53
Properties=species:S:1:pos:R:3:nbo_charge:R:1
O 0.2460 -0.0363 -6.7630 -0.56
C 0.3392 1.2880 -7.3822 -0.06
C 0.3025 0.7444 -8.8115 -0.46
H 1.2945 1.7677 -7.1309 0.18
H -0.5110 1.9019 -7.0576 0.18
C 0.3105 -0.6405 -8.1028 0.28
H 1.1789 0.9839 -9.4194 0.21
H -0.6052 0.9904 -9.3591 0.21
C 1.6065 -1.3990 -8.3468 -0.63
H 2.4938 -0.7724 -8.1729 0.22
H 1.6639 -1.7126 -9.3972 0.21
H 1.6429 -2.3148 -7.7412 0.22
C -0.9128 -1.5075 -8.3298 -0.62
H -1.8187 -0.9396 -8.0811 0.22
H -0.8307 -2.3950 -7.6860 0.22
H -0.9590 -1.8345 -9.3789 0.21
Ir -0.4485 -0.5063 -0.0650 0.96
C -2.4418 -0.6921 1.0019 -0.33
C -2.1804 0.7093 0.9776 -0.23
C -1.9969 1.1089 -0.3970 -0.31
H -2.1108 1.3584 1.8442 0.26
C -2.1804 -0.0497 -1.2216 -0.34
C -2.4623 -1.1668 -0.3528 -0.31
H -2.6717 -2.1797 -0.6935 0.25
H -2.5515 -1.3301 1.8726 0.26
H -1.7264 2.1024 -0.7447 0.25
H -2.1742 -0.1209 -2.2984 0.25
C 0.9984 -1.9727 1.0284 -0.30
C 0.1613 -2.6181 0.0747 -0.31
C 0.4162 -2.0146 -1.2223 -0.34
H -0.5530 -3.4156 0.2610 0.25
C 1.4486 -1.0165 -1.0329 -0.33
C 1.8564 -1.0566 0.3343 -0.21
H 2.6630 -0.4754 0.7662 0.26
H 0.9498 -2.1336 2.1026 0.27
H -0.0569 -2.2841 -2.1592 0.25
H 1.8444 -0.3913 -1.8190 0.27
O 1.8915 1.0910 -4.2055 -0.54
C 0.6471 0.3971 -4.1030 -0.11
C -0.5319 1.3481 -3.8550 -0.44
H 0.6536 -0.4447 -3.3768 0.15
H 0.5363 -0.0512 -5.1087 0.25
C 0.0684 2.7323 -4.0874 -0.44
H -0.8586 1.2042 -2.8202 0.20
H -1.3833 1.1364 -4.5148 0.22
C 1.5975 2.5126 -4.2319 -0.07
H -0.0925 3.3563 -3.1963 0.22
H -0.3674 3.1943 -4.9893 0.21
H 2.1481 2.9419 -3.3614 0.18
H 1.9697 2.9531 -5.1860 0.17
S 0.5545 1.2308 1.3939 -0.15
C 0.4813 0.4733 2.8851 0.03
N 0.4615 -0.0542 3.9446 -0.41
```

Calculated values
ΔE to the lowest compared entry with this formula, charge and spin ... 5.1 kcal/mol
Net charge ... 0
HOMO level (spin up / spin down) ... -5.59 / -8.14 eV
Frontier orbital gap (spin up / spin down) ... 5.94 / 5.59 eV
2S+1 ... 5
Electronic energy ... -1486.30788 a.u.

# 2
Below is an isolated molecule of C20H28N2O4S2, with properties calculated with wB97M-V/def2-TZVPD.

XYZ file:
```
56
Properties=species:S:1:pos:R:3:nbo_charge:R:1
C 3.2734 4.9301 -1.3069 -0.61
C 2.6030 4.2589 -2.4968 -0.41
C 1.8846 2.9748 -2.1045 -0.42
S 3.0982 1.6939 -1.5988 0.29
C 1.9526 0.4073 -1.2575 -0.22
C 2.2453 -0.5474 -0.2924 -0.19
C 1.3536 -1.5695 -0.0114 -0.21
C 0.1602 -1.6215 -0.7061 -0.30
S -1.1401 -2.8496 -0.4766 2.16
O -2.3007 -2.1492 0.0288 -0.97
O -1.3012 -3.5218 -1.7374 -0.93
C -0.6277 -4.0863 0.7679 -0.63
C -1.1131 -3.6737 2.1437 -0.51
C -0.4154 -2.3937 2.6063 0.68
O 0.7266 -2.4110 3.0278 -0.65
N -1.1654 -1.2870 2.5135 -0.63
C -0.7257 0.0067 3.0030 -0.06
C -1.6582 0.4742 4.1404 -0.39
C -2.6898 1.5509 3.8064 -0.41
C -3.5253 1.2828 2.5542 -0.40
C -2.8871 1.8523 1.2908 -0.39
C -1.6429 1.1009 0.8272 -0.42
C -0.5188 1.0138 1.8615 -0.41
C -0.1356 -0.6947 -1.6872 -0.23
C 0.7547 0.3302 -1.9812 0.22
N 0.4744 1.2139 -3.0153 -0.62
C 1.0294 2.4394 -3.2398 0.68
O 0.7963 3.0578 -4.2510 -0.58
H 4.0145 4.2688 -0.8636 0.21
H 2.5390 5.1868 -0.5463 0.20
H 3.7717 5.8418 -1.6248 0.22
H 3.3444 4.0265 -3.2635 0.22
H 1.8660 4.9287 -2.9446 0.23
H 1.2396 3.1433 -1.2335 0.23
H 3.1802 -0.4789 0.2408 0.23
H 1.5962 -2.2772 0.7630 0.25
H 0.4532 -4.1754 0.7140 0.25
H -1.0850 -5.0151 0.4337 0.26
H -0.8703 -4.4593 2.8628 0.25
H -2.1933 -3.5325 2.1134 0.23
H -2.0451 -1.3356 2.0200 0.42
H 0.2592 -0.1928 3.4422 0.24
H -2.1793 -0.4092 4.5165 0.21
H -1.0423 0.8516 4.9592 0.21
H -2.1933 2.5171 3.6985 0.19
H -3.3535 1.6321 4.6707 0.21
H -4.5020 1.7566 2.6792 0.21
H -3.6973 0.2121 2.4345 0.19
H -3.6194 1.8244 0.4805 0.21
H -2.6347 2.9016 1.4673 0.19
H -1.2465 1.6201 -0.0507 0.20
H -1.9252 0.1002 0.4991 0.22
H -0.3414 1.9972 2.3002 0.20
H 0.3931 0.7196 1.3357 0.22
H -1.0663 -0.7879 -2.2251 0.24
H -0.2044 0.9086 -3.7021 0.42
```

Calculated values
ΔE to the lowest compared entry with this formula, charge and spin ... 1.5 kcal/mol
Net charge ... 0
HOMO level ... -8.75 eV
Frontier orbital gap ... 9.10 eV
SMILES ... CC[C@@H]1Sc2ccc(S(=O)(=O)CCC(=O)NC3CCCCCC3)cc2NC1=O
Electronic energy ... -1985.80887 a.u.

# 3
Below is an isolated molecule of C20H28N2O5 in a non-equilibrium geometry, with properties calculated with wB97M-V/def2-TZVPD.

XYZ file:
```
55
Properties=species:S:1:pos:R:3:nbo_charge:R:1
C -1.8004 -3.7849 0.1712 -0.66
C -2.8221 -2.9018 -0.5331 0.38
C -3.8198 -2.3761 0.8123 -0.63
C -3.6312 -3.2862 -1.5708 -0.72
O -2.1213 -1.4913 -0.8832 -0.52
C -1.3360 -0.8733 -0.2735 0.88
O -1.1428 -1.0804 1.1474 -0.88
N -0.6981 -0.0422 -0.8327 -0.60
C -0.0675 1.4006 -0.3082 -0.07
C -1.2697 2.5630 -0.1355 -0.40
C -2.5916 2.0516 0.1441 -0.14
C -2.8036 1.8675 1.5031 -0.11
C -4.0906 1.6369 1.8606 -0.23
C -4.8192 1.1568 1.0191 -0.24
C -4.6444 1.1960 -0.2849 -0.18
C -3.3607 1.5891 -0.7430 -0.19
C 1.1409 1.6195 -0.9707 0.55
O 1.2147 2.7139 -1.4128 -0.61
N 2.1781 0.8581 -0.6129 -0.41
C 2.1153 -0.3639 0.3689 -0.19
C 3.1864 -0.1515 1.3816 -0.38
C 4.4472 0.1822 1.0807 -0.37
C 5.3813 -1.0016 0.5648 0.83
O 6.4018 -1.1817 0.9409 -0.52
O 4.7957 -1.6516 -0.6740 -0.77
C 4.4443 1.2706 -0.0812 -0.39
C 3.5262 1.0257 -1.3855 -0.21
H -2.2333 -4.6850 0.3996 0.22
H -1.1088 -3.3169 0.8946 0.29
H -1.1211 -4.0801 -0.7522 0.18
H -4.4453 -3.2626 1.2654 0.20
H -3.1981 -1.8905 1.4701 0.25
H -4.4851 -1.4739 0.3272 0.20
H -4.3067 -3.9096 -1.2421 0.25
H -3.1176 -3.4200 -2.4842 0.23
H -4.3256 -2.6462 -2.0201 0.25
H -1.1230 0.1925 -1.7413 0.39
H -0.0820 1.0910 0.9323 0.29
H -0.6625 3.2350 0.3096 0.23
H -1.0457 2.7335 -1.3035 0.23
H -1.7970 2.3427 2.0847 0.21
H -4.1491 1.5534 2.9426 0.22
H -5.9105 0.9293 1.3399 0.20
H -5.6257 1.0975 -0.9876 0.22
H -3.2792 1.8916 -1.9485 0.21
H 1.1757 -0.4738 0.3100 0.25
H 2.6201 -1.3455 -0.2249 0.19
H 3.1397 -1.2539 2.0124 0.23
H 2.7316 0.8037 1.9592 0.22
H 5.0405 0.4653 1.8260 0.24
H 5.4416 -2.3225 -0.7725 0.48
H 5.5149 1.7114 -0.4584 0.23
H 4.0358 2.3823 0.5044 0.21
H 3.4083 1.8940 -1.6197 0.22
H 3.8173 0.1892 -1.7613 0.22
```

Calculated values
ΔE to the lowest compared entry with this formula, charge and spin ... 463.9 kcal/mol
Net charge ... 0
HOMO level ... -8.38 eV
Frontier orbital gap ... 8.94 eV
SMILES ... CC(C)(C)OC(=O)N[C@H](Cc1ccccc1)C(=O)N1CCC(C(=O)O)CC1
Electronic energy ... -1263.98242 a.u.

# 4
Below is a structure of composition C20H28N3S3SeSi2Tc in a non-equilibrium geometry, with properties calculated with wB97M-V/def2-TZVPD.

XYZ file:
```
58
Properties=species:S:1:pos:R:3:nbo_charge:R:1
Tc -13.7578 1.5822 -12.6802 0.16
C -11.9411 0.5014 -8.3596 -1.13
Si -12.7926 1.5628 -9.6801 1.42
C -11.3289 1.8126 -10.9515 -1.13
C -13.2162 3.3060 -9.0368 -0.39
C -12.7771 3.7733 -7.7991 -0.22
C -13.3280 4.9299 -7.2107 -0.25
C -14.2564 5.6874 -7.8837 -0.23
C -14.6556 5.3364 -9.1745 -0.21
C -14.1341 4.0960 -9.7348 -0.49
Si -14.4914 3.8735 -11.5513 1.30
C -16.3551 4.1675 -11.4577 -1.15
C -13.8392 5.4548 -12.3567 -1.14
H -10.8984 0.7684 -8.3692 0.22
H -11.9794 -0.5278 -8.7236 0.24
H -12.3486 0.5824 -7.3133 0.23
H -10.5119 2.2504 -10.2935 0.22
H -11.4658 2.4628 -11.8382 0.25
H -10.9670 0.8622 -11.3275 0.22
H -12.1023 3.2187 -7.2144 0.19
H -12.9028 5.3213 -6.2857 0.19
H -14.6441 6.6521 -7.4523 0.19
H -15.2453 6.0255 -9.7186 0.20
H -16.7255 4.7275 -12.3592 0.22
H -16.5634 4.7444 -10.5202 0.22
H -16.8202 3.2159 -11.2847 0.23
H -14.1687 6.3233 -11.8034 0.21
H -14.2282 5.5454 -13.3953 0.22
H -12.7400 5.4675 -12.3107 0.24
S -12.1696 3.0239 -13.9500 -0.14
C -13.6586 3.4977 -14.6721 -0.09
N -14.7313 2.8408 -14.1044 -0.63
C -15.8791 3.2727 -14.7699 0.23
C -17.1619 2.7683 -14.4829 -0.25
C -18.2108 3.2202 -15.2533 -0.21
C -18.0145 4.1286 -16.2480 -0.25
C -16.7152 4.5506 -16.6292 -0.21
C -15.6232 4.1208 -15.8952 -0.27
S -13.9567 4.5229 -16.0937 0.39
H -17.3949 2.0269 -13.7225 0.24
H -19.2244 2.8967 -15.1179 0.20
H -18.8383 4.6675 -16.6840 0.20
H -16.5300 5.1654 -17.4930 0.20
Se -14.5715 0.6072 -10.5660 -0.63
C -13.6610 -3.4189 -12.7988 -0.43
N -13.6718 -2.0214 -13.1206 -0.57
C -12.9528 -1.5479 -14.0609 0.36
S -13.1526 0.1583 -14.4256 -0.21
N -12.2615 -2.3170 -14.9169 -0.65
C -11.0788 -3.1645 -14.6665 -0.40
H -14.6001 -3.5628 -12.2214 0.22
H -12.7703 -3.7165 -12.2344 0.19
H -13.8394 -4.0392 -13.6720 0.20
H -14.1630 -1.3302 -12.5462 0.46
H -12.2607 -1.8172 -15.8153 0.41
H -11.0802 -4.0651 -15.2788 0.20
H -11.0790 -3.5275 -13.6688 0.20
H -10.1086 -2.6311 -14.8550 0.20
```

Calculated values
ΔE to the lowest compared entry with this formula, charge and spin ... 0.0 kcal/mol
Net charge ... -1
HOMO level (spin up / spin down) ... -2.79 / -2.49 eV
Frontier orbital gap (spin up / spin down) ... 5.09 / 4.78 eV
2S+1 ... 4
Electronic energy ... -5199.02043 a.u.

> Which of these has the lowest ΔE to the lowest compared entry with this formula, charge and spin?

C20H28N3S3SeSi2Tc

> Which value of net charge does entry 1 give?

0

> net charge of number 2 (C20H28N2O4S2)?

0